C34H50LaN3O6S as an isolated structure at a distorted geometry. Source: the Open Molecules 2025 dataset; level of theory: ωB97M-V/def2-TZVPD.

Computed properties:
Energy above the lowest of the compared OMol25 structures with the same formula, charge and spin ... 0.0 kcal/mol
F_max ... 3.1 eV Å⁻¹
Electronic energy ... -64524.8822 eV
Net charge ... 0

Last column: Mulliken charge in e.
Geometry (Å):
La 0.53 -0.51 1.09  0.838
C 2.93 -0.26 3.14  0.241
C 3.09 0.59 2.03  0.743
C 1.97 1.43 1.96  0.262
C 1.12 1.13 3.06  0.948
C 1.73 0.09 3.79  0.927
C 1.31 -0.48 5.12  -1.832
C 0.06 2.08 3.55  -1.536
C 1.88 2.68 1.13  -1.314
C 4.31 0.67 1.16  -1.840
C 3.90 -1.31 3.61  -1.948
H 2.16 -0.47 5.81  0.520
H 0.97 -1.52 5.06  0.125
H 0.52 0.11 5.57  0.344
H 0.48 3.09 3.68  0.400
H -0.34 1.77 4.51  0.479
H -0.80 2.18 2.87  0.096
H 2.47 3.47 1.60  0.336
H 0.85 3.05 1.05  0.346
H 2.27 2.55 0.12  0.139
H 5.14 1.14 1.69  0.434
H 4.12 1.28 0.27  0.259
H 4.66 -0.32 0.83  0.438
H 4.37 -1.03 4.56  0.400
H 4.71 -1.45 2.89  0.453
H 3.43 -2.28 3.77  0.285
C -0.67 -2.78 -2.15  -0.231
N -0.81 -3.93 -1.26  -0.238
C -0.66 -3.88 0.08  0.360
N -0.80 -5.06 0.75  -0.442
O -0.38 -2.85 0.71  -0.248
H -1.50 -2.75 -2.85  0.404
H 0.26 -2.80 -2.70  0.268
H -0.70 -1.87 -1.58  -0.454
H -0.90 -4.83 -1.68  0.179
H -1.22 -5.86 0.32  0.161
H -0.78 -5.01 1.75  0.269
C -2.10 2.73 -5.25  -1.376
C -0.64 2.46 -4.95  0.320
C 0.32 2.46 -5.96  -0.681
C 1.65 2.19 -5.70  -0.861
C 2.02 1.92 -4.38  -0.117
C 1.09 1.92 -3.34  -0.652
C -0.24 2.19 -3.64  0.125
S 3.69 1.53 -4.03  1.316
O 4.54 2.00 -5.08  -0.753
O 3.91 1.93 -2.66  -0.581
N 3.70 -0.10 -4.18  -0.348
C 2.96 -0.95 -3.23  -0.674
C 3.49 -1.04 -1.79  -0.833
C 2.36 -1.03 -0.80  0.757
O 2.33 -1.82 0.18  -0.732
O 1.42 -0.18 -1.01  -0.193
H -2.22 3.20 -6.23  0.432
H -2.54 3.38 -4.50  0.320
H -2.67 1.80 -5.26  0.225
H 0.02 2.69 -6.98  0.351
H 2.40 2.19 -6.48  0.465
H 1.41 1.73 -2.32  0.792
H -0.97 2.19 -2.84  0.252
H 4.66 -0.38 -4.38  0.315
H 2.91 -1.93 -3.68  0.292
H 1.93 -0.57 -3.19  0.138
H 4.08 -0.14 -1.58  0.284
H 4.12 -1.91 -1.62  0.445
C -3.09 0.34 -2.09  -0.778
C -3.46 1.32 -0.97  0.499
C -2.42 2.44 -0.87  -1.590
C -3.77 0.58 0.33  0.743
C -5.11 0.45 0.71  -0.981
C -5.47 -0.22 1.87  -1.546
C -4.48 -0.77 2.66  -0.664
C -3.13 -0.68 2.31  0.774
C -2.09 -1.33 3.23  2.796
C -2.14 -0.74 4.64  -1.525
C -2.29 -2.85 3.28  -1.467
C -2.78 -0.01 1.12  0.528
O -1.48 0.07 0.77  0.699
H -3.03 0.85 -3.06  0.063
H -3.82 -0.47 -2.17  0.433
H -2.11 -0.11 -1.88  -0.166
H -4.40 1.80 -1.25  0.742
H -1.42 2.04 -0.72  0.007
H -2.64 3.11 -0.04  0.456
H -2.42 3.03 -1.79  0.438
H -5.87 0.90 0.09  0.415
H -6.51 -0.31 2.15  0.357
H -4.75 -1.29 3.57  0.313
H -1.09 -1.14 2.83  -2.131
H -3.11 -0.98 5.10  0.430
H -2.03 0.34 4.62  0.249
H -1.36 -1.16 5.27  0.347
H -3.23 -3.09 3.78  0.368
H -1.48 -3.33 3.85  0.426
H -2.32 -3.28 2.28  0.162